# 1
Entry from the Open Molecules 2025 dataset: a 7-piece molecular cluster, C30H61O24P3 overall at a distorted geometry (ωB97M-V/def2-TZVPD).

Each line ends with the Mulliken charge.
Atoms and positions in Å:
C  9.923  11.815  -10.799  -0.2803
C  8.808  12.209  -11.755  -0.4010
O  8.209  13.322  -11.103  -0.3216
C  9.072  13.823  -10.187  0.4623
O  8.820  14.731  -9.465  -0.2575
O  10.193  13.069  -10.143  -0.3570
H  10.802  11.476  -11.342  0.3269
H  9.668  11.110  -10.010  0.1700
H  8.096  11.408  -11.933  0.3470
H  9.245  12.539  -12.698  0.2987
C  9.736  17.808  -8.787  0.4036
C  8.579  18.803  -8.984  -0.5164
O  8.684  19.665  -7.857  -0.3707
C  9.385  19.015  -6.903  0.6598
O  9.494  19.367  -5.782  -0.5204
O  9.868  17.824  -7.368  -0.2247
H  10.621  18.085  -9.358  0.2879
H  9.311  16.884  -9.177  -0.2489
H  7.624  18.269  -8.993  0.2796
H  8.598  19.331  -9.936  0.3760
C  3.281  14.529  -4.281  0.6342
C  2.394  13.641  -3.425  0.1082
O  1.068  14.116  -3.674  -0.3549
C  1.116  15.210  -4.480  0.4798
O  0.174  15.884  -4.725  -0.5346
O  2.360  15.365  -4.979  -0.4160
H  3.891  13.997  -5.012  -0.0874
H  3.967  15.152  -3.707  -0.1398
H  2.641  13.719  -2.372  0.1287
H  2.394  12.603  -3.755  0.1987
C  10.860  13.960  -1.894  0.3004
C  10.067  13.709  -0.608  -0.0824
O  11.101  13.310  0.289  -0.3523
C  12.276  13.823  -0.146  0.5478
O  13.283  13.857  0.478  -0.5213
O  12.150  14.274  -1.426  -0.3654
H  10.355  14.710  -2.500  -0.0317
H  10.846  13.049  -2.500  0.1067
H  9.348  12.904  -0.715  0.1699
H  9.611  14.623  -0.223  0.2686
C  2.558  11.972  -12.234  -1.0750
C  1.662  13.102  -11.749  -0.3135
O  2.455  14.202  -11.305  -0.1002
P  2.522  15.537  -12.133  0.8608
O  3.083  15.450  -13.470  -0.7939
O  3.279  16.514  -11.142  -0.2980
C  4.700  16.415  -11.013  -0.7310
C  5.147  15.359  -10.036  -0.2601
O  1.039  16.052  -12.059  -0.2650
C  0.718  17.423  -12.401  -0.2521
C  -0.756  17.516  -12.693  -1.1722
H  3.138  12.285  -13.102  0.2822
H  3.222  11.646  -11.431  0.2171
H  1.962  11.114  -12.550  0.4087
H  1.043  13.399  -12.603  0.3101
H  0.976  12.764  -10.975  0.3553
H  5.188  16.477  -11.990  0.4232
H  5.047  17.367  -10.590  0.2105
H  6.241  15.302  -10.031  -0.0041
H  4.941  15.767  -9.041  0.2171
H  4.733  14.358  -10.093  0.3692
H  1.082  18.074  -11.605  0.2919
H  1.335  17.676  -13.271  0.3501
H  -0.992  18.415  -13.263  0.3729
H  -1.085  16.641  -13.246  0.2971
H  -1.310  17.613  -11.757  0.3003
C  4.542  8.737  1.804  -1.2072
C  4.969  10.074  1.238  -0.2559
O  5.714  9.950  0.027  -0.3039
P  4.964  9.748  -1.342  0.9218
O  3.949  8.704  -1.434  -0.8178
O  4.378  11.198  -1.669  -0.2421
C  5.291  12.259  -1.935  0.4171
C  5.154  13.463  -1.054  -1.2465
O  6.219  9.544  -2.272  -0.2868
C  6.098  8.926  -3.548  -0.4510
C  5.315  9.772  -4.516  -0.7702
H  4.053  8.882  2.764  0.3944
H  3.879  8.240  1.095  0.2956
H  5.399  8.065  1.888  0.2849
H  4.080  10.695  1.057  0.2345
H  5.514  10.665  1.976  0.3967
H  6.352  11.994  -1.923  0.6083
H  5.165  12.531  -2.991  -0.2507
H  5.306  13.247  0.006  0.3696
H  5.962  14.154  -1.312  0.2577
H  4.218  14.015  -1.136  0.2794
H  7.076  8.678  -3.956  0.3775
H  5.624  7.948  -3.405  0.3449
H  5.788  10.762  -4.527  -0.0284
H  5.222  9.385  -5.529  0.4836
H  4.287  9.962  -4.189  0.3444
C  6.431  16.792  -5.657  -1.0647
C  6.692  15.536  -4.851  0.4659
O  7.007  14.467  -5.738  1.0212
P  8.095  13.409  -5.251  -0.3778
O  7.584  12.461  -4.266  -0.5553
O  8.606  12.834  -6.629  0.0163
C  7.927  11.785  -7.323  -0.0381
C  6.683  12.292  -8.035  -0.9653
O  9.351  14.194  -4.746  -0.1271
C  9.951  15.211  -5.605  -0.0491
C  11.282  14.725  -6.115  -1.3413
H  7.343  17.193  -6.098  -0.1467
H  5.761  16.600  -6.500  0.1663
H  5.960  17.539  -5.018  0.5282
H  7.512  15.805  -4.167  0.1996
H  5.907  15.320  -4.127  -0.4869
H  8.628  11.473  -8.098  -0.1830
H  7.693  10.944  -6.673  0.3656
H  5.854  12.359  -7.313  0.2636
H  6.777  13.274  -8.486  0.0449
H  6.220  11.541  -8.683  0.5597
H  9.319  15.548  -6.423  0.0517
H  10.084  16.040  -4.907  0.4439
H  11.084  13.878  -6.781  0.2644
H  11.744  15.479  -6.750  0.3482
H  11.912  14.357  -5.310  0.2741

Cartesian forces (eV/Å) of the 6 atoms listed first:
0.162 0.348 -0.026
0.508 -0.305 -0.062
-0.171 0.193 0.149
-0.312 -0.996 0.016
0.181 0.488 -0.086
0.095 0.176 0.023

Properties
* structure (SMILES): CCOP(=O)(OCC)OCC.CCOP(=O)(OCC)OCC.CCOP(=O)(OCC)OCC.O=C1OCCO1.O=C1OCCO1.O=C1OCCO1.O=C1OCCO1
* HOMO energy: -0.389 Eh
* Kohn-Sham gap: 10.639 eV
* energy above the lowest of the compared OMol25 structures with the same formula, charge and spin: 0.00 kJ/mol

=====

# 2
Entry from the Open Molecules 2025 dataset: a 17-piece molecular cluster, C30H62N16O34 overall at a distorted geometry (ωB97M-V/def2-TZVPD).

Each line ends with the Mulliken charge.
Atoms and positions in Å:
C  -1.571  3.137  0.007  -0.6786
C  -0.859  2.380  -1.205  -0.4356
C  0.699  2.250  -0.957  1.5278
C  1.449  1.335  -2.010  -1.2971
C  0.979  1.886  0.535  -0.7329
C  1.383  2.971  1.447  -0.1457
C  1.650  2.753  2.871  -0.8534
C  1.482  1.372  3.378  -0.7475
C  1.088  0.292  2.477  0.2459
C  0.817  0.520  1.035  1.1611
C  0.375  -0.709  0.219  0.6701
O  -0.329  -0.702  -0.767  -0.5504
C  0.840  -2.114  0.742  -0.4323
C  1.090  -2.317  2.071  -0.5238
C  0.965  -1.150  3.078  0.0638
O  0.818  -1.303  4.275  -0.5234
H  -2.637  3.366  -0.291  0.4416
H  -1.056  4.097  0.271  0.0300
H  -1.622  2.515  0.936  0.0347
H  -1.391  1.403  -1.309  0.2889
H  -1.062  3.010  -2.114  0.1299
H  1.116  3.292  -1.107  0.0977
H  2.083  1.993  -2.662  -0.1397
H  2.169  0.646  -1.486  0.4319
H  0.766  0.761  -2.684  0.3383
H  1.476  3.996  1.003  0.1978
H  1.951  3.609  3.510  0.3708
H  1.660  1.168  4.457  0.3981
H  0.950  -2.993  0.066  0.3594
H  1.396  -3.316  2.464  0.3853
C  0.848  -6.991  0.737  -0.6353
N  0.852  -5.517  0.562  0.9566
O  0.084  -4.864  1.247  -0.5572
O  1.627  -5.064  -0.261  -0.5493
H  0.115  -7.252  1.495  0.3307
H  0.585  -7.432  -0.227  0.1858
H  1.848  -7.288  1.049  0.2830
C  -0.377  -6.800  -4.146  -0.6569
N  0.428  -7.165  -2.952  0.9519
O  1.631  -7.027  -3.021  -0.4822
O  -0.183  -7.579  -1.981  -0.6520
H  0.292  -6.450  -4.926  0.3086
H  -0.910  -7.691  -4.466  0.1733
H  -1.067  -6.013  -3.847  0.3284
C  2.740  7.210  1.411  -0.8146
N  2.155  6.975  0.063  0.9010
O  2.458  7.752  -0.825  -0.5937
O  1.413  6.020  -0.054  -0.4723
H  3.376  8.089  1.368  0.3067
H  1.915  7.363  2.104  0.3117
H  3.319  6.326  1.677  0.2683
C  4.445  4.354  -0.888  0.2260
N  5.243  3.999  0.318  0.9897
O  6.447  4.150  0.258  -0.6138
O  4.627  3.578  1.281  -0.5458
H  5.120  4.709  -1.661  0.3512
H  3.925  3.455  -1.214  -0.0947
H  3.743  5.131  -0.601  -0.3375
C  -3.963  1.314  2.443  -0.8281
N  -5.030  2.301  2.128  0.9857
O  -5.307  2.472  0.956  -0.5418
O  -5.547  2.868  3.070  -0.5416
H  -3.593  0.889  1.513  0.3116
H  -3.170  1.843  2.967  0.3026
H  -4.405  0.542  3.071  0.3198
C  0.228  4.795  -4.804  -1.1393
N  1.473  4.079  -4.407  1.1464
O  2.124  4.537  -3.485  -0.4366
O  1.757  3.074  -5.037  -0.6578
H  0.103  5.659  -4.166  0.3468
H  0.339  5.096  -5.840  0.3913
H  -0.601  4.102  -4.682  0.4265
C  0.761  -2.990  7.142  -0.7033
N  1.556  -3.346  8.349  0.9064
O  2.758  -3.191  8.297  -0.5225
O  0.933  -3.768  9.308  -0.5625
H  1.434  -2.631  6.369  0.3321
H  0.244  -3.889  6.814  0.2704
H  0.057  -2.214  7.431  0.2681
C  -1.602  -5.325  10.832  -0.7025
N  -2.683  -6.215  11.332  0.8914
O  -3.830  -5.917  11.042  -0.5869
O  -2.347  -7.174  11.992  -0.5195
H  -2.054  -4.516  10.265  0.2859
H  -1.067  -4.937  11.696  0.3027
H  -0.949  -5.921  10.199  0.2786
C  3.217  8.131  -3.603  -0.7025
N  2.643  7.872  -4.948  0.7261
O  2.932  8.639  -5.848  -0.5315
O  1.920  6.900  -5.048  -0.3865
H  3.842  9.019  -3.654  0.3322
H  2.391  8.281  -2.917  0.3753
H  3.806  7.260  -3.328  0.1826
C  -6.470  -4.361  10.046  -0.5060
N  -6.453  -2.887  9.862  0.8933
O  -7.236  -2.227  10.515  -0.5238
O  -5.646  -2.445  9.063  -0.5354
H  -7.230  -4.615  10.780  0.2949
H  -6.701  -4.808  9.081  0.2841
H  -5.483  -4.659  10.390  0.1446
C  -0.596  8.586  -6.715  -0.6701
N  -1.667  7.676  -6.225  0.8332
O  -2.811  7.944  -6.526  -0.5285
O  -1.311  6.724  -5.553  -0.4899
H  -1.055  9.383  -7.294  0.3143
H  -0.083  8.988  -5.844  0.2098
H  0.078  7.998  -7.333  0.2954
C  4.897  -7.005  -3.436  -0.6955
N  6.177  -7.526  -3.986  0.8792
O  6.326  -8.732  -4.013  -0.5219
O  6.986  -6.702  -4.369  -0.5308
H  4.277  -7.845  -3.136  0.3019
H  5.138  -6.378  -2.581  0.2964
H  4.412  -6.430  -4.222  0.2719
C  -1.089  1.401  -7.772  -0.7223
N  -1.636  2.748  -7.458  0.8762
O  -1.890  2.990  -6.295  -0.4930
O  -1.790  3.510  -8.392  -0.5291
H  -1.006  0.834  -6.850  0.3053
H  -1.779  0.920  -8.462  0.2935
H  -0.111  1.544  -8.227  0.2764
C  -6.809  -0.066  6.855  -0.6347
N  -7.408  -0.331  5.520  0.8898
O  -7.095  0.411  4.607  -0.5108
O  -8.170  -1.275  5.437  -0.5423
H  -6.155  0.799  6.781  0.2872
H  -7.625  0.126  7.549  0.2821
H  -6.247  -0.951  7.144  0.2297
C  5.336  1.059  -4.953  -0.8260
N  4.654  0.980  -3.634  0.9589
O  5.198  1.520  -2.687  -0.5503
O  3.599  0.383  -3.598  -0.4769
H  6.259  1.619  -4.835  0.3192
H  5.539  0.042  -5.278  0.3031
H  4.661  1.566  -5.640  0.2774
C  -3.975  -8.119  -6.564  -0.7348
N  -2.645  -8.593  -6.094  0.7855
O  -2.619  -9.303  -5.107  -0.4920
O  -1.674  -8.233  -6.734  -0.4820
H  -4.740  -8.515  -5.903  0.3123
H  -3.964  -7.032  -6.536  0.2983
H  -4.113  -8.486  -7.579  0.2827

Cartesian forces (eV/Å) of the 6 atoms listed first:
-0.386 -0.047 -0.564
-0.524 0.805 1.062
-0.153 0.258 -0.067
0.374 0.506 0.293
0.084 -0.317 0.921
-0.078 -1.684 0.837

Properties
* HOMO energy: -0.331 Eh
* Kohn-Sham gap: 8.275 eV

=====

> What is the HOMO energy in the first record?

-0.389 Eh

=====

> Among the records above, which one has the highest HOMO energy?

C30H62N16O34

=====

> Among the records above, which one has the highest HOMO energy?

C30H62N16O34

=====

> Among the records above, which one has the highest Kohn-Sham gap?

C30H61O24P3